43
Properties=species:S:1:pos:R:3:forces:R:3:lowdin_charge:R:1 method="wB97M-V/def2-TZVPD" homo_lumo_gap_ev=8.49 e_lumo_ev=-0.91 e_above_lowest_kcal_mol=92.4 e_homo_ev=-9.40 smiles="CC(=O)N(C1CCCCC1)[C@@H]1C(=O)c2ccccc2C(=O)[C@H]1Cl" max_force_ha_per_bohr=0.1086 e_tot_ha=-1438.46787
O -2.081729 -0.595441 -1.966619 0.8 2.8 -1.4 0.062
O 1.426579 2.315402 -3.587446 -1.1 0.2 1.8 0.057
O -1.392023 1.792316 0.857180 1.1 -0.5 -0.7 0.107
Cl 1.797826 -0.279522 -2.531851 -0.5 0.0 0.0 0.726
C -1.692147 -1.120158 -0.959668 -0.8 -1.4 -0.4 -0.435
C 0.867102 2.235618 -2.475301 3.2 -1.4 -4.2 -0.367
C -0.566140 1.827466 -0.051130 -3.1 0.0 1.4 -0.248
C 0.586027 5.789924 -1.373029 -1.6 -1.6 0.9 -0.038
C -0.469145 5.597025 -0.456500 2.7 2.6 -2.0 -0.061
C 1.087769 4.697711 -2.020598 -1.1 -0.7 0.5 0.030
C -0.828922 4.368135 -0.166111 -2.5 -2.4 3.3 -0.046
C 0.596766 3.380879 -1.727560 -0.9 1.9 2.8 -0.070
C -0.299394 3.173467 -0.626943 2.2 1.2 -2.6 -0.036
N -0.468812 -0.791233 -0.316492 -1.3 1.4 0.6 0.050
C -2.646886 -2.311389 -0.684547 2.5 -0.8 1.7 0.018
C 0.479987 0.840930 -2.058428 3.8 0.1 3.4 -0.507
C 0.107878 0.568836 -0.579121 1.8 0.1 -0.1 -0.191
C 1.259140 -3.476540 2.570647 -0.6 0.8 2.4 -0.220
C -0.292767 -3.305213 2.606710 1.2 0.7 -0.5 -0.161
C 1.826634 -3.358723 1.209133 0.5 -1.6 -1.6 -0.226
C -0.567582 -1.823244 2.142001 0.9 -0.5 0.8 -0.119
C 0.965769 -2.745300 0.155619 -3.9 -0.1 3.4 -0.132
C 0.151577 -1.559786 0.798856 0.9 -0.4 -0.4 -0.260
H 0.881347 6.755255 -1.616959 0.8 1.5 -0.4 0.091
H -0.838872 6.472490 0.028358 -0.7 0.2 0.3 0.112
H 1.792621 4.984050 -2.744098 1.0 -0.8 -1.2 0.108
H -1.574365 4.369898 0.614441 -0.3 -0.8 0.2 0.126
H -1.866153 -3.120995 -0.537144 -1.6 0.0 0.0 0.081
H -3.382974 -2.521608 -1.508101 1.2 0.6 0.8 0.104
H -3.142896 -2.107822 0.265236 -0.1 -0.4 0.0 0.070
H -0.339760 0.684167 -2.560966 -4.3 -1.6 -3.2 0.049
H 1.098436 0.605620 -0.032962 -0.9 -0.3 -0.4 0.171
H 1.573902 -4.474748 2.942786 -0.3 0.8 0.4 0.115
H 1.676452 -2.658418 3.226736 -0.2 -1.0 -0.3 0.124
H -0.650787 -4.145058 1.984221 -0.6 0.8 0.0 0.115
H -0.661343 -3.413419 3.617096 -0.1 -0.3 0.2 0.097
H 1.982251 -4.402156 0.921836 0.4 0.1 -0.5 0.116
H 2.778859 -2.879141 1.168005 0.9 0.3 0.3 0.110
H -1.574497 -1.547654 2.055570 -1.8 -0.1 -0.1 0.070
H -0.207506 -1.084576 2.989273 -0.3 -1.5 -1.7 0.152
H 0.199478 -3.435243 -0.167459 0.1 -0.5 -0.6 0.102
H 1.448673 -2.291689 -0.604494 1.7 0.9 -2.7 0.040
H 0.959629 -1.010112 1.199821 0.9 1.5 -0.4 0.114